Entry 1:
Below is a structure of composition C19H17Cl5IrNO2S, with properties calculated with the ωB97M-V functional and the def2-TZVPD basis.

```
! RIJCOSX wB97M-V def2-TZVPD def2/J DEFGRID3
* xyz -1 2
Ir -1.641 0.081 0.974
Cl -3.316 0.165 -1.692
C -2.487 1.660 -1.353
C -1.840 1.786 -0.122
C -1.292 3.028 0.172
Cl -0.622 3.303 1.738
C -1.311 4.076 -0.748
Cl -0.597 5.596 -0.358
C -1.908 3.898 -1.995
Cl -1.919 5.179 -3.149
C -2.519 2.684 -2.295
Cl -3.308 2.460 -3.809
C 1.783 0.927 2.835
C 2.572 0.548 1.584
C 2.513 1.629 0.502
C 2.242 -0.838 1.068
C 3.208 -1.823 1.258
C 3.099 -3.080 0.694
C 2.022 -3.331 -0.137
C 1.025 -2.388 -0.361
C -0.027 -2.750 -1.403
C -0.140 -1.709 -2.519
C -1.393 -3.077 -0.801
C 1.088 -1.145 0.313
O 0.144 -0.201 0.118
H 2.163 1.870 3.240
H 1.882 0.156 3.602
H 0.728 1.038 2.629
H 3.620 0.478 1.896
H 1.497 1.747 0.129
H 3.157 1.366 -0.341
H 2.847 2.586 0.909
H 4.079 -1.577 1.856
H 3.860 -3.831 0.864
H 1.946 -4.284 -0.650
H 0.338 -3.673 -1.864
H -0.506 -0.762 -2.125
H -0.830 -2.054 -3.293
H 0.833 -1.530 -2.979
H -1.898 -2.170 -0.472
H -1.294 -3.733 0.065
H -2.034 -3.566 -1.539
O -1.162 -0.163 2.610
S -6.302 0.670 1.896
C -4.720 0.452 1.631
N -3.582 0.301 1.423
*
```

LUMO energy (spin up / spin down): 2.10 / 1.92 eV
gap between HOMO and LUMO (spin up / spin down): 7.42 / 7.21 eV
E_HOMO (spin up / spin down): -5.32 / -5.29 eV

Löwdin population analysis, charges in e, atoms 1 to 6:
1. Ir 1.371
2. Cl 0.706
3. C -0.672
4. C -0.358
5. C -0.682
6. Cl 0.728

***

Entry 2:
Below is a structure of composition C19H17CuN5O12, with properties calculated with the ωB97M-V functional and the def2-TZVPD basis.

```
! RIJCOSX wB97M-V def2-TZVPD def2/J DEFGRID3
* xyz -1 1
Cu 0.518 0.961 -0.208
O 5.145 2.022 0.354
C 3.994 1.961 -0.354
O 3.831 1.144 -1.219
C 3.042 3.024 0.054
C 3.513 4.192 0.652
C 2.607 5.196 0.955
C 1.272 4.988 0.660
C 0.884 3.773 0.102
N 1.751 2.818 -0.205
C -0.609 3.505 -0.208
O -1.358 4.471 -0.152
O -0.901 2.318 -0.499
H 5.734 1.306 0.070
H 4.566 4.299 0.858
H 2.946 6.119 1.407
H 0.508 5.725 0.856
O 1.733 -0.692 -0.531
C 1.801 -1.485 -1.453
C 2.155 -2.943 -1.233
C 0.803 -3.685 -1.276
C -0.066 -3.471 -2.529
C -0.781 -2.112 -2.596
C 0.092 -0.932 -3.066
N 1.486 -1.224 -2.761
H 2.609 -3.093 -0.255
H 2.825 -3.322 -2.009
H 0.221 -3.370 -0.408
H 1.002 -4.757 -1.182
H -0.842 -4.240 -2.498
H 0.514 -3.662 -3.437
H -1.117 -1.864 -1.592
H -1.655 -2.188 -3.243
H -0.224 -0.026 -2.547
H 0.028 -0.770 -4.143
H 1.806 -1.971 -3.369
O -4.146 -0.994 5.306
N -4.524 -1.188 4.158
O -5.633 -1.626 3.876
C -3.636 -0.908 3.098
C -2.341 -0.448 3.360
C -1.469 -0.205 2.326
C -1.804 -0.492 0.937
O -0.955 -0.573 0.032
C -3.196 -0.838 0.730
C -4.054 -1.075 1.777
N -3.696 -1.025 -0.596
O -4.646 -1.786 -0.733
O -3.170 -0.443 -1.520
N -0.177 0.273 2.661
O 0.327 -0.142 3.703
O 0.389 1.106 1.934
H -2.035 -0.262 4.381
H -5.070 -1.386 1.580
*
```

LUMO energy: 1.93 eV
gap between HOMO and LUMO: 6.06 eV
E_HOMO: -4.13 eV

Löwdin population analysis, charges in e, atoms 1 to 6:
1. Cu 0.307
2. O 0.091
3. C -0.458
4. O 0.123
5. C -0.171
6. C -0.004

***

Short version: E_tot = -3742.97748, -3551.26249 Eh, in the order given.
Short version: energy relative to the best compared isomer or geometry (same formula, charge and spin) = 0.181, 0.769 eV, in the order given.
Short version: max |F| = 0.010, 0.033 hartree/bohr, in the order given.